Version A
{"formula": "C2H4O2S2", "method": "wB97M-V/def2-TZVPD", "smiles": "O=C(O)CSS", "lumo_ev": 0.0283, "homo_lumo_gap_ev": 9.476, "homo_energy_ev": -9.45, "mol_weight_g_mol": 124.2, "elements": ["O", "C", "O", "C", "S", "S", "H", "H", "H", "H"], "xyz": [[2.078, -1.278, -0.668], [1.215, -0.484, -0.776], [1.199, 0.448, -1.730], [-0.144, -0.450, -0.070], [-0.436, 1.133, 0.855], [-2.371, 1.101, 1.743], [1.995, 0.464, -2.217], [-0.436, -1.160, 0.695], [-0.862, -0.390, -0.883], [-2.239, 0.617, 3.051]]}

---

Version B
{"formula": "C2H4O2S2", "method": "wB97M-V/def2-TZVPD", "lumo_ev": -1.6767, "homo_lumo_gap_ev": 8.500, "homo_energy_ev": -10.18, "mol_weight_g_mol": 124.2, "elements": ["C", "C", "O", "O", "S", "S", "H", "H", "H", "H"], "xyz": [[-0.175, 0.860, 0.495], [0.517, 1.341, -0.514], [-1.676, -1.264, 0.027], [0.258, -1.467, -1.392], [0.751, -2.141, 1.429], [-0.280, -1.444, -0.048], [0.191, 1.007, 1.495], [-1.210, 0.691, 0.322], [0.080, 1.170, -1.508], [1.544, 1.246, -0.305]]}

---

Stability summary: most stable version A, least stable version B.

---

Version A
{"formula": "C2H4O2S2", "method": "wB97M-V/def2-TZVPD", "smiles": "O[C@]1(CS)OS1", "lumo_ev": 0.0960, "homo_lumo_gap_ev": 9.342, "homo_energy_ev": -9.25, "mol_weight_g_mol": 124.2, "elements": ["O", "C", "C", "S", "O", "S", "H", "H", "H", "H"], "xyz": [[-0.155, -1.252, -1.233], [-0.535, -0.381, 0.097], [0.525, 0.404, 0.788], [1.313, 1.653, -0.337], [-1.580, -0.984, 0.664], [-2.187, 0.388, -0.101], [-1.060, -1.600, -1.286], [1.368, -0.148, 1.077], [0.352, 1.093, 1.545], [1.959, 0.827, -1.214]]}

---

Version B
{"formula": "C2H4O2S2", "method": "wB97M-V/def2-TZVPD", "lumo_ev": -1.0210, "homo_lumo_gap_ev": 8.080, "homo_energy_ev": -9.10, "mol_weight_g_mol": 124.2, "elements": ["C", "C", "O", "O", "S", "S", "H", "H", "H", "H"], "xyz": [[0.250, 1.511, 0.425], [1.293, 0.749, -0.341], [-4.508, -0.983, -1.040], [-4.797, 0.169, 1.001], [-1.327, 1.354, 0.099], [-4.081, 0.087, -0.209], [0.432, 2.345, 1.146], [1.549, 1.319, -1.209], [0.891, -0.315, -0.708], [2.138, 0.456, 0.368]]}

---

Stability summary: most stable version B, least stable version A.

---

Version A
{"formula": "C3H6NO", "method": "wB97M-V/def2-TZVPD", "smiles": "C#C[C@@H]([NH3+])O", "lumo_ev": -3.7705, "homo_lumo_gap_ev": 11.648, "charge": 1, "homo_energy_ev": -15.42, "mol_weight_g_mol": 72.1, "elements": ["C", "C", "C", "N", "O", "H", "H", "H", "H", "H", "H"], "xyz": [[2.244, 0.460, -0.011], [1.172, -0.047, 0.107], [-0.204, -0.417, 0.424], [-1.209, 0.706, -0.193], [-0.568, -1.561, -0.192], [3.135, 0.853, -0.465], [-0.390, -0.263, 1.469], [-1.407, 0.138, -0.964], [-0.754, 1.574, -0.627], [-1.899, 0.906, 0.431], [-0.119, -2.349, 0.021]]}

---

Version B
{"formula": "C3H6NO", "method": "wB97M-V/def2-TZVPD", "smiles": "[NH3+][C@]12C[C@@H]1O2", "lumo_ev": -4.0482, "homo_lumo_gap_ev": 10.147, "charge": 1, "homo_energy_ev": -14.20, "mol_weight_g_mol": 72.1, "elements": ["N", "C", "C", "C", "O", "H", "H", "H", "H", "H", "H"], "xyz": [[-0.215, -1.380, 0.637], [0.010, 0.187, 0.686], [0.795, 1.240, -0.554], [-0.541, 0.761, -0.696], [-1.193, 0.938, 0.479], [-1.117, -1.565, 0.218], [-0.106, -1.654, 1.604], [0.658, -1.812, 0.151], [1.583, 1.046, -1.294], [1.086, 2.110, 0.156], [-0.960, 0.129, -1.387]]}

---

Stability summary: most stable version A, least stable version B.